Density functional theory data (the ωB97M-V functional and the def2-TZVPD basis) for an isolated molecule of C13H17N5O4.

Results
largest force on an atom: 0.88 eV/Å
HOMO: -8.914 eV
energy relative to the best compared isomer or geometry (same formula, charge and spin): 0.000 eV
frontier orbital gap: 9.1 eV
LUMO: 0.22 eV

ORCA input file:
```
! wB97M-V def2-TZVPD RIJCOSX def2/J DEFGRID3
* xyz 0 1
C 6.92 0.72 0.18
C 5.60 -0.03 0.31
C 4.58 0.46 -0.72
C 3.29 -0.31 -0.60
O 2.99 -1.30 -1.24
N 2.45 0.15 0.37
N 1.28 -0.57 0.66
C 0.07 0.04 0.35
C -0.13 1.37 0.25
C -1.45 1.96 0.06
O -1.61 3.16 -0.05
C -2.54 0.96 0.01
C -3.91 1.42 -0.15
O -4.29 2.55 -0.25
N -4.86 0.37 -0.19
C -6.26 0.72 -0.36
C -4.60 -0.97 -0.09
O -5.47 -1.81 -0.13
N -3.26 -1.32 0.07
C -2.97 -2.74 0.18
C -2.27 -0.38 0.12
N -1.00 -0.82 0.28
H 6.77 1.79 0.35
H 7.63 0.36 0.92
H 7.34 0.58 -0.80
H 5.77 -1.10 0.16
H 5.20 0.10 1.32
H 4.97 0.30 -1.73
H 4.39 1.53 -0.58
H 2.69 0.90 1.01
H 1.40 -1.50 0.25
H 0.70 2.06 0.29
H -6.66 0.26 -1.26
H -6.84 0.37 0.50
H -6.31 1.81 -0.43
H -3.93 -3.25 0.10
H -2.33 -3.07 -0.64
H -2.52 -2.98 1.14
H -0.82 -1.81 0.36
*
```

Density functional theory data (the ωB97M-V functional and the def2-TZVPD basis) for a structure of composition C37H26Cl5N4OPReS.

Results
largest force on an atom: 0.31 eV/Å
HOMO (alpha / beta): -13.681 / -13.632 eV
energy relative to the best compared isomer or geometry (same formula, charge and spin): 0.000 eV
frontier orbital gap (alpha / beta): 6.8 / 6.5 eV
LUMO (alpha / beta): -6.90 / -7.08 eV

ORCA input file:
```
! wB97M-V def2-TZVPD RIJCOSX def2/J DEFGRID3
* xyz 2 2
Re 1.76 0.99 1.22
N -0.23 0.90 5.20
C 0.08 1.14 3.92
S 1.79 1.65 3.59
N -0.76 1.02 2.96
N -0.22 1.40 1.74
C -0.99 2.02 0.89
C -2.44 2.19 1.10
C -3.00 3.47 1.02
C -4.36 3.63 1.20
C -5.17 2.52 1.42
C -4.61 1.25 1.49
C -3.25 1.08 1.35
C -0.30 2.59 -0.27
C -0.96 3.17 -1.34
C -0.20 3.76 -2.34
C 1.18 3.76 -2.24
C 1.77 3.14 -1.15
N 1.05 2.56 -0.19
H 0.46 0.96 5.93
H -1.17 0.64 5.44
H -2.37 4.33 0.84
H -4.80 4.62 1.16
H -6.24 2.65 1.55
H -5.24 0.39 1.68
H -2.81 0.10 1.43
H -2.03 3.14 -1.39
H -0.69 4.22 -3.19
H 1.80 4.23 -2.99
H 2.84 3.09 -1.04
Cl 3.09 -2.55 0.80
C 3.04 -1.80 2.35
C 2.46 -0.55 2.48
C 2.50 0.02 3.75
Cl 3.81 1.93 1.17
C 3.06 -0.55 4.87
Cl 3.05 0.28 6.37
C 3.61 -1.82 4.72
Cl 4.28 -2.62 6.07
C 3.60 -2.45 3.46
Cl 4.27 -4.01 3.29
O 0.98 -0.12 -0.18
P 0.44 -1.08 -1.27
C -0.64 -0.14 -2.35
C -0.20 0.32 -3.58
C -1.04 1.11 -4.36
C -2.31 1.43 -3.90
C -2.75 0.97 -2.67
C -1.92 0.19 -1.89
C 1.82 -1.72 -2.19
C 1.83 -3.04 -2.65
C 2.91 -3.50 -3.37
C 3.99 -2.67 -3.63
C 3.99 -1.36 -3.16
C 2.91 -0.88 -2.44
C -0.53 -2.35 -0.49
C -1.44 -3.09 -1.26
C -2.17 -4.10 -0.66
C -2.00 -4.38 0.69
C -1.10 -3.64 1.45
C -0.36 -2.63 0.86
H 0.79 0.06 -3.95
H -0.71 1.46 -5.33
H -2.97 2.03 -4.52
H -3.74 1.22 -2.32
H -2.27 -0.18 -0.93
H 1.00 -3.70 -2.43
H 2.92 -4.52 -3.73
H 4.84 -3.04 -4.19
H 4.84 -0.71 -3.36
H 2.92 0.14 -2.07
H -1.59 -2.86 -2.31
H -2.88 -4.67 -1.25
H -2.57 -5.17 1.15
H -0.98 -3.86 2.50
H 0.34 -2.06 1.46
*
```

Density functional theory data (the ωB97M-V functional and the def2-TZVPD basis) for a cluster of 3 separate species, C18H46BN3O2 in total.

Results
largest force on an atom: 2.04 eV/Å
HOMO: -8.150 eV
frontier orbital gap: 8.8 eV
LUMO: 0.69 eV

ORCA input file:
```
! wB97M-V def2-TZVPD RIJCOSX def2/J DEFGRID3
* xyz 0 1
C 3.19 0.45 0.26
C 3.54 1.96 0.02
C 2.58 2.84 0.91
O 1.59 3.46 0.10
C 0.34 3.61 0.77
B -0.89 3.06 -0.14
O -0.68 2.65 -1.47
N -2.27 2.95 0.37
C -2.93 1.75 -0.17
C -4.27 1.40 0.52
H 3.38 0.23 1.33
H 2.12 0.27 0.01
H 3.86 -0.16 -0.37
H 3.40 2.16 -1.06
H 4.59 2.13 0.30
H 2.18 2.19 1.70
H 3.20 3.64 1.37
H 0.30 3.13 1.77
H 0.16 4.70 0.93
H 0.21 2.31 -1.57
H -2.28 2.98 1.38
H -3.16 1.93 -1.24
H -2.26 0.85 -0.16
H -4.52 0.36 0.23
H -5.09 2.04 0.14
H -4.25 1.46 1.62
C -8.34 0.01 2.40
C -8.70 -0.61 1.05
N -7.60 -1.33 0.43
C -7.87 -1.70 -0.95
C -9.01 -2.69 -1.22
C -6.98 -2.37 1.25
C -7.87 -3.51 1.75
H -7.48 0.68 2.31
H -9.18 0.60 2.77
H -8.11 -0.74 3.15
H -8.99 0.21 0.39
H -9.59 -1.24 1.19
H -6.95 -2.09 -1.40
H -8.08 -0.78 -1.50
H -8.72 -3.71 -0.97
H -9.26 -2.68 -2.28
H -9.92 -2.44 -0.67
H -6.52 -1.89 2.11
H -6.14 -2.80 0.69
H -8.84 -3.15 2.12
H -7.38 -4.02 2.58
H -8.06 -4.26 0.98
C 6.80 -2.59 -0.20
C 7.09 -1.58 -1.30
N 7.40 -0.25 -0.81
C 7.43 0.76 -1.86
C 8.51 0.64 -2.94
C 8.48 -0.17 0.17
C 9.86 -0.69 -0.25
H 5.98 -2.25 0.44
H 6.50 -3.54 -0.64
H 7.67 -2.78 0.43
H 6.19 -1.51 -1.93
H 7.89 -1.98 -1.94
H 7.50 1.75 -1.40
H 6.45 0.75 -2.35
H 9.48 0.96 -2.57
H 8.26 1.30 -3.78
H 8.59 -0.37 -3.33
H 8.17 -0.71 1.06
H 8.58 0.87 0.50
H 9.81 -1.63 -0.80
H 10.47 -0.86 0.63
H 10.40 0.03 -0.87
*
```

Density functional theory data (the ωB97M-V functional and the def2-TZVPD basis) for a structure of composition C28H38AsF6N3O2SbSr.

Results
largest force on an atom: 1.71 eV/Å
HOMO (alpha / beta): -8.207 / -8.223 eV
energy relative to the best compared isomer or geometry (same formula, charge and spin): 0.221 eV
frontier orbital gap (alpha / beta): 8.3 / 6.7 eV
LUMO (alpha / beta): 0.07 / -1.49 eV

ORCA input file:
```
! wB97M-V def2-TZVPD RIJCOSX def2/J DEFGRID3
* xyz 0 2
Sr 0.31 -1.63 -0.29
O -2.57 -0.64 -3.58
C -1.94 -0.95 -2.59
N -0.62 -0.71 -2.30
C 0.28 -0.38 -3.29
O 0.14 -0.44 -4.49
C 1.66 0.13 -2.78
C 2.45 0.81 -3.69
C 3.67 1.30 -3.27
C 4.07 1.09 -1.96
C 3.22 0.38 -1.13
N 2.04 -0.09 -1.52
C -2.74 -1.67 -1.46
C -3.99 -2.17 -1.78
C -4.72 -2.82 -0.80
C -4.20 -2.94 0.48
C -2.95 -2.40 0.73
N -2.24 -1.77 -0.22
H 2.09 0.92 -4.70
H 4.31 1.85 -3.96
H 5.02 1.44 -1.58
H 3.51 0.17 -0.11
H -4.35 -2.04 -2.79
H -5.69 -3.24 -1.04
H -4.73 -3.44 1.27
H -2.50 -2.47 1.71
C 2.32 -1.93 2.71
C 1.02 -1.43 3.01
C 1.09 -0.06 2.92
C 2.46 0.32 2.53
C 3.20 -0.81 2.41
C 4.64 -0.96 2.06
C 2.88 1.75 2.39
C 0.05 0.93 3.31
C -0.12 -2.23 3.56
C 2.76 -3.35 2.75
H 5.20 -1.46 2.86
H 5.12 0.01 1.90
H 4.81 -1.56 1.16
H 3.03 2.22 3.36
H 2.12 2.34 1.87
H 3.82 1.86 1.84
H 0.39 1.52 4.18
H -0.89 0.47 3.58
H -0.15 1.65 2.52
H 0.00 -2.45 4.63
H -0.24 -3.19 3.05
H -1.07 -1.70 3.46
H 3.68 -3.45 3.33
H 2.96 -3.75 1.75
H 2.00 -3.99 3.20
F 1.93 -3.45 -0.80
As 0.73 -4.74 -0.62
F -0.30 -3.67 -1.62
F 1.32 -5.50 -2.02
F -0.58 -5.80 -0.38
F 1.78 -5.56 0.45
F 0.16 -3.77 0.78
C -1.53 5.07 0.21
C -1.24 3.73 0.87
Sb -1.10 2.00 -0.37
C -3.18 1.64 -0.76
C -4.13 2.81 -0.59
C -0.51 2.92 -2.20
C -1.60 3.48 -3.09
H -1.55 5.89 0.93
H -2.49 5.08 -0.31
H -0.77 5.33 -0.54
H -1.99 3.50 1.63
H -0.29 3.77 1.41
H -3.46 0.82 -0.10
H -3.23 1.24 -1.78
H -4.07 3.26 0.40
H -5.17 2.50 -0.73
H -3.95 3.61 -1.31
H 0.07 2.19 -2.75
H 0.21 3.70 -1.91
H -2.32 2.71 -3.38
H -1.19 3.89 -4.02
H -2.17 4.28 -2.61
*
```

Density functional theory data (the ωB97M-V functional and the def2-TZVPD basis) for a cluster of 3 separate species, C3H13NO3 in total.

Results
largest force on an atom: 0.95 eV/Å
HOMO: -9.120 eV
energy relative to the best compared isomer or geometry (same formula, charge and spin): 0.960 eV
frontier orbital gap: 9.9 eV
LUMO: 0.82 eV

ORCA input file:
```
! wB97M-V def2-TZVPD RIJCOSX def2/J DEFGRID3
* xyz 0 1
N -1.17 -1.63 -1.16
C -0.15 -2.14 -0.25
C 1.02 -1.14 -0.20
C 0.69 0.07 0.65
O 1.79 0.98 0.75
H -0.92 -1.34 -2.08
H -1.92 -2.29 -1.25
H -0.65 -2.28 0.71
H 0.23 -3.12 -0.54
H 1.15 -0.80 -1.22
H 1.95 -1.58 0.16
H 0.37 -0.21 1.64
H -0.13 0.65 0.25
H 2.52 0.55 1.20
O -6.33 0.66 1.81
H -6.49 0.14 1.02
H -7.14 1.16 1.93
O 4.53 2.72 -1.65
H 4.28 2.61 -0.73
H 5.47 2.54 -1.70
*
```

Density functional theory data (the ωB97M-V functional and the def2-TZVPD basis) for a cluster of 3 separate species, C5H15NO2 in total.

Results
largest force on an atom: 4.78 eV/Å
HOMO: -7.848 eV
energy relative to the best compared isomer or geometry (same formula, charge and spin): 1.271 eV
frontier orbital gap: 8.7 eV
LUMO: 0.80 eV

ORCA input file:
```
! wB97M-V def2-TZVPD RIJCOSX def2/J DEFGRID3
* xyz 0 1
C 2.40 0.54 -1.90
C 0.92 0.68 -1.45
C 0.82 0.75 0.07
C 0.38 -0.33 0.81
N 0.41 -0.43 2.19
C -0.65 -1.21 2.83
H 2.82 -0.38 -1.49
H 2.51 0.53 -3.01
H 2.97 1.32 -1.51
H 0.32 -0.14 -1.84
H 0.49 1.63 -1.85
H 1.26 1.60 0.53
H 0.01 -1.23 0.35
H 0.60 0.44 2.65
H -0.66 -2.23 2.36
H -1.60 -0.67 2.70
H -0.40 -1.35 3.88
O -2.25 1.17 -0.23
H -2.34 1.96 -0.83
H -1.36 1.06 -0.08
O -1.86 -1.37 -1.44
H -2.67 -1.81 -1.64
H -2.12 -0.52 -1.11
*
```

Density functional theory data (the ωB97M-V functional and the def2-TZVPD basis) for a cluster of 4 separate species, C3H14O4 in total.

Results
largest force on an atom: 1.57 eV/Å
HOMO: -10.633 eV
energy relative to the best compared isomer or geometry (same formula, charge and spin): 1.179 eV
frontier orbital gap: 10.9 eV
LUMO: 0.22 eV

ORCA input file:
```
! wB97M-V def2-TZVPD RIJCOSX def2/J DEFGRID3
* xyz 0 1
C -0.24 1.06 -0.58
C -1.20 1.98 0.19
C -2.44 1.29 0.76
O -1.60 3.12 -0.59
H 0.09 1.53 -1.52
H -0.75 0.18 -0.99
H 0.58 0.69 0.02
H -0.57 2.43 0.94
H -3.30 1.81 0.36
H -2.42 1.34 1.85
H -2.55 0.26 0.41
H -1.48 2.95 -1.53
O 2.77 -1.38 0.73
H 2.17 -1.33 1.49
H 2.76 -0.51 0.30
O 2.16 -2.03 -1.95
H 2.56 -2.36 -1.14
H 1.90 -1.12 -1.86
O -0.17 -3.01 1.35
H 0.16 -2.57 0.55
H -0.98 -2.50 1.48
*
```

Density functional theory data (the ωB97M-V functional and the def2-TZVPD basis) for a cluster of 3 separate species, C2H10NO3 in total.

Results
largest force on an atom: 3.48 eV/Å
HOMO: -3.988 eV
energy relative to the best compared isomer or geometry (same formula, charge and spin): 0.615 eV
frontier orbital gap: 8.2 eV
LUMO: 4.19 eV

ORCA input file:
```
! wB97M-V def2-TZVPD RIJCOSX def2/J DEFGRID3
* xyz -1 1
C 1.29 0.02 1.23
N 0.76 -1.08 0.45
C 0.22 -0.72 -0.87
O -0.87 0.10 -0.81
H 0.48 0.80 1.55
H 1.99 -0.44 2.05
H 1.96 0.53 0.54
H 0.09 -1.60 0.99
H 1.09 -0.17 -1.35
H 0.08 -1.68 -1.35
H 0.97 2.61 -1.63
H -0.34 1.74 -0.96
O 0.26 2.63 -1.03
H -2.01 -0.77 -0.11
H -3.17 -0.66 0.95
O -2.79 -1.31 0.34
*
```

Density functional theory data (the ωB97M-V functional and the def2-TZVPD basis) for a cluster of 2 separate species, C4H9NO2 in total.

Results
largest force on an atom: 2.86 eV/Å
HOMO: -9.200 eV
energy relative to the best compared isomer or geometry (same formula, charge and spin): 3.459 eV
frontier orbital gap: 9.9 eV
LUMO: 0.74 eV

ORCA input file:
```
! wB97M-V def2-TZVPD RIJCOSX def2/J DEFGRID3
* xyz 0 1
C -1.92 0.83 0.82
C -1.79 -0.54 0.18
N -0.52 -0.65 -0.49
C 0.54 -0.85 0.25
O 0.97 -1.31 1.26
O 1.37 0.15 -1.21
C 2.67 0.25 -0.80
H -1.77 1.59 0.06
H -2.92 0.91 1.23
H -1.21 1.03 1.64
H -1.89 -1.31 0.94
H -2.48 -0.75 -0.63
H -0.29 -0.06 -1.35
H 3.42 0.16 -1.57
H 2.94 1.13 -0.21
H 2.87 -0.59 -0.12
*
```